{"formula": "C28H25BrF4N4OV", "method": "ωB97M-V with the def2-TZVPD basis set", "elements": ["V", "C", "C", "N", "C", "C", "C", "C", "N", "C", "C", "F", "C", "F", "C", "C", "F", "C", "F", "H", "H", "H", "H", "H", "H", "H", "H", "H", "H", "H", "H", "H", "H", "H", "Br", "C", "C", "C", "C", "O", "C", "C", "N", "C", "C", "C", "C", "C", "C", "C", "C", "N", "C", "C", "H", "H", "H", "H", "H", "H", "H", "H", "H", "H"], "xyz": [[-0.09279, 0.27018, -0.25753], [-1.65811, 3.55639, -0.82086], [-0.67227, 3.42233, 0.32876], [-0.64954, 2.09120, 1.03694], [0.25547, 2.28237, 2.23210], [0.32007, 1.13561, 3.22361], [-2.03601, 1.77027, 1.47624], [-2.57739, 0.71501, 0.53676], [-1.59422, -0.38961, 0.59709], [-1.95957, -1.66338, 0.97854], [-0.97487, -2.48187, 1.55699], [0.26573, -1.99171, 1.63806], [-1.26686, -3.73154, 2.06394], [-0.30658, -4.43428, 2.62784], [-2.55472, -4.23300, 1.96446], [-3.53691, -3.46610, 1.35177], [-4.75686, -3.93725, 1.21345], [-3.25513, -2.20733, 0.85324], [-4.20472, -1.53515, 0.21225], [-1.49574, 4.52007, -1.30347], [-2.69620, 3.55267, -0.49001], [-1.54257, 2.79076, -1.58896], [-0.91377, 4.17779, 1.08100], [0.34424, 3.62766, 0.00151], [-0.07522, 3.18620, 2.75069], [1.24456, 2.50088, 1.82999], [-0.57581, 1.04406, 3.83480], [1.13668, 1.33666, 3.91757], [0.51410, 0.17159, 2.75664], [-2.67024, 2.65650, 1.48045], [-2.02660, 1.37104, 2.48524], [-2.62515, 1.08557, -0.49878], [-3.57584, 0.37463, 0.79140], [-2.79188, -5.21856, 2.34782], [-3.99348, -0.76255, -5.23418], [-2.65385, -0.81908, -3.97127], [-2.56857, -1.91856, -3.08771], [-1.57813, -1.97244, -2.14872], [-0.61978, -0.92861, -2.04435], [0.45478, -1.11837, -1.23890], [-0.70092, 0.17707, -2.96877], [0.29793, 1.23666, -2.86263], [0.69536, 1.49343, -1.67544], [1.88002, 2.18477, -1.32456], [2.42386, 3.26694, -1.96419], [3.67377, 3.75365, -1.53601], [4.35340, 3.13065, -0.52332], [3.80812, 2.00074, 0.13505], [4.48425, 1.28185, 1.14921], [3.89072, 0.17557, 1.69457], [2.60752, -0.19613, 1.27518], [1.91985, 0.47039, 0.35862], [2.53345, 1.54713, -0.24863], [-1.71686, 0.22178, -3.90056], [-3.28090, -2.72757, -3.18457], [-1.46138, -2.84091, -1.51363], [0.71783, 1.71696, -3.74459], [1.90554, 3.75334, -2.78194], [4.10103, 4.61629, -2.02817], [5.32546, 3.49338, -0.21381], [5.46877, 1.60133, 1.46875], [4.38334, -0.42029, 2.44960], [2.13868, -1.06216, 1.71496], [-1.79873, 1.05844, -4.58291]], "forces_ev_per_angstrom": [[0.1, -0.4, -0.1], [0.0, 0.0, 0.0], [0.0, 0.0, 0.0], [0.0, 0.0, 0.0], [0.0, 0.0, 0.0], [0.0, 0.0, 0.0], [0.0, 0.1, 0.0], [-0.1, -0.1, 0.0], [0.3, 0.1, -0.1], [0.0, -0.1, 0.0], [0.0, 0.0, 0.0], [0.0, -0.1, 0.0], [0.0, 0.0, 0.0], [0.0, 0.0, 0.0], [0.0, 0.1, 0.0], [0.0, 0.0, 0.0], [0.0, 0.0, 0.0], [0.0, 0.0, 0.0], [0.0, 0.0, 0.0], [0.0, 0.0, 0.0], [0.0, 0.0, 0.0], [0.0, 0.0, 0.0], [0.0, 0.0, 0.0], [0.0, 0.0, 0.0], [0.0, 0.0, 0.0], [0.0, 0.0, 0.0], [0.0, 0.0, 0.0], [0.0, 0.0, 0.0], [0.0, 0.0, 0.0], [0.0, 0.0, 0.0], [0.0, 0.0, 0.0], [0.0, 0.0, 0.0], [0.0, 0.1, 0.0], [0.0, 0.0, 0.0], [0.1, 0.0, 0.1], [0.0, 0.0, 0.0], [0.0, 0.0, 0.0], [-0.1, 0.1, -0.1], [-0.1, 0.0, 0.0], [0.0, 0.2, 0.2], [-0.1, 0.1, -0.1], [0.0, 0.1, 0.1], [0.0, 0.0, -0.2], [0.1, 0.0, 0.1], [0.0, -0.1, 0.1], [0.0, 0.0, 0.0], [0.0, 0.0, 0.0], [-0.1, 0.0, 0.0], [0.0, 0.0, 0.0], [0.0, 0.0, 0.0], [0.0, -0.1, 0.1], [-0.1, 0.0, 0.0], [0.1, 0.1, -0.1], [0.0, 0.0, 0.0], [0.0, 0.0, 0.0], [0.0, 0.0, 0.0], [0.0, 0.0, 0.0], [0.0, 0.0, 0.0], [0.0, 0.0, 0.0], [0.0, 0.0, 0.0], [0.0, 0.0, 0.0], [0.0, 0.0, 0.0], [0.0, 0.0, 0.0], [0.0, 0.0, 0.0]], "mulliken_charge": [-0.191, -1.288, -0.717, 0.270, -0.854, -1.218, -1.148, -0.650, 0.831, -0.466, 0.319, -0.078, -0.079, -0.245, -0.418, 0.257, -0.241, 0.376, -0.377, 0.453, 0.344, 0.210, 0.605, 0.467, 0.499, 0.616, 0.398, 0.424, 0.118, 0.384, 0.308, -0.009, 1.028, 0.570, 0.039, -0.156, -0.554, -0.256, 0.414, -0.494, 0.163, 0.014, 1.000, -1.293, -0.463, -1.071, -0.788, 0.650, -0.776, -1.322, -0.136, 1.258, 1.098, -0.686, 0.555, 0.766, 0.622, 0.529, 0.469, 0.489, 0.519, 0.554, 0.717, 0.641], "multiplicity": 1, "charge": 3, "max_force_ev_per_a": 0.4, "lumo_energy_ha": [-0.4464, -0.4462], "energy_ev": -144021.4550}